# 1
# C29H32BF3O2

A cluster of 2 separate species, C29H32BF3O2 in total in a non-equilibrium geometry (wB97M-V/def2-TZVPD, OMol25).

Structure (XYZ):
```
67
Properties=species:S:1:pos:R:3
C 2.25 1.10 1.72
C 1.64 2.34 1.06
C 2.72 3.07 0.25
O 0.59 1.90 0.19
B -0.65 1.92 1.05
C -1.83 2.70 0.30
C -2.95 3.05 1.02
C -3.99 3.72 0.40
C -3.89 4.05 -0.94
C -2.77 3.70 -1.66
C -1.74 3.03 -1.03
C -1.11 0.40 1.34
C -1.29 -0.48 0.18
C -1.29 0.02 2.59
O -0.35 2.63 2.34
C 0.91 3.26 2.13
C 1.68 3.37 3.45
C 0.66 4.66 1.57
H 3.07 1.37 2.38
H 1.49 0.58 2.30
H 2.62 0.41 0.97
H 3.50 3.45 0.91
H 3.17 2.40 -0.47
H 2.29 3.91 -0.30
H -3.00 2.80 2.06
H -4.86 4.00 0.97
H -4.70 4.57 -1.42
H -2.70 3.96 -2.70
H -0.85 2.76 -1.57
H -1.05 0.05 -0.74
H -0.63 -1.34 0.25
H -2.31 -0.84 0.11
H -1.59 -0.98 2.82
H -1.14 0.70 3.40
H 2.67 3.81 3.30
H 1.13 4.01 4.15
H 1.79 2.40 3.93
H 1.59 5.20 1.41
H 0.13 4.60 0.62
H 0.04 5.24 2.26
F 2.45 -5.09 2.81
C 3.36 -4.62 1.94
F 4.07 -3.62 2.51
F 4.19 -5.60 1.54
C 2.62 -4.08 0.74
C 2.72 -2.74 0.40
C 2.04 -2.24 -0.68
C 1.20 -3.08 -1.44
C 0.50 -2.56 -2.57
C -0.73 -3.05 -3.08
C -1.10 -2.77 -4.41
C -2.32 -3.17 -4.90
C -3.22 -3.83 -4.08
C -2.88 -4.10 -2.76
C -1.65 -3.74 -2.27
C 1.12 -4.44 -1.08
C 1.83 -4.92 -0.01
H 3.35 -2.11 1.00
H 2.14 -1.21 -0.95
H 0.91 -1.67 -3.03
H -0.41 -2.26 -5.06
H -2.59 -2.96 -5.92
H -4.20 -4.09 -4.44
H -3.60 -4.57 -2.11
H -1.41 -3.91 -1.24
H 0.56 -5.12 -1.71
H 1.80 -5.97 0.25
```

The total energy is -1599.13221 Eh. For the gap between HOMO and LUMO, the calculation gives 2.5 eV. The calculation puts the HOMO energy at -6.60 eV.

=====

# 2
# C29H32Br2InN8OS

A structure of composition C29H32Br2InN8OS (wB97M-V/def2-TZVPD, OMol25).

Structure (XYZ):
```
74
Properties=species:S:1:pos:R:3
In -0.75 0.39 -0.59
C 0.42 -0.81 3.60
C -0.19 -0.65 2.25
N -0.25 0.47 1.62
C 0.62 1.56 2.02
C 0.30 2.84 1.24
N 0.01 2.61 -0.19
C 1.10 2.86 -1.15
C 2.07 1.68 -1.21
N 1.35 0.44 -1.52
C 1.38 -0.01 -2.94
C 0.08 -0.75 -3.37
N -0.56 -1.27 -2.18
C -1.04 -2.42 -1.97
C -1.14 -3.52 -2.98
C -1.35 -2.69 -0.51
C -1.63 -3.93 0.01
C -1.58 -4.08 1.40
C -1.17 -3.04 2.20
C -0.89 -1.82 1.59
N -1.10 -1.66 0.29
H 1.43 -0.41 3.60
H 0.50 -1.86 3.88
H -0.18 -0.28 4.34
H 1.65 1.23 1.85
H 0.53 1.78 3.09
H 1.12 3.55 1.37
H -0.59 3.30 1.68
H -0.78 3.18 -0.46
H 1.64 3.78 -0.92
H 0.62 2.98 -2.13
H 2.56 1.54 -0.25
H 2.85 1.89 -1.94
H 1.74 -0.32 -0.94
H 2.23 -0.68 -3.06
H 1.52 0.85 -3.58
H 0.32 -1.52 -4.10
H -0.61 -0.03 -3.81
H -1.34 -3.11 -3.97
H -1.94 -4.21 -2.73
H -0.20 -4.08 -3.01
H -1.83 -4.78 -0.62
H -1.81 -5.04 1.84
H -1.04 -3.18 3.26
Br -2.45 3.10 -4.68
C -3.38 2.76 -3.07
C -4.65 3.32 -2.89
C -5.36 3.10 -1.74
Br -7.07 3.88 -1.54
C -4.81 2.30 -0.71
C -5.45 2.00 0.52
C -4.82 1.22 1.44
C -3.55 0.71 1.16
N -2.93 0.96 0.03
C -3.53 1.74 -0.91
C -2.78 1.96 -2.12
O -1.60 1.42 -2.26
H -5.07 3.94 -3.67
H -6.43 2.41 0.71
H -5.29 0.98 2.39
H -3.02 0.10 1.88
C 5.81 -1.04 3.80
C 5.33 -1.24 2.40
C 6.21 -1.26 1.32
C 5.65 -1.41 0.07
N 4.34 -1.55 -0.14
C 3.57 -1.56 0.97
S 1.84 -1.75 0.75
N 4.02 -1.38 2.22
H 6.81 -1.45 3.95
H 5.12 -1.49 4.50
H 5.86 0.03 4.02
H 7.28 -1.17 1.45
H 6.27 -1.41 -0.82
```

The total energy is -7373.83491 Eh. For the gap between HOMO and LUMO, the calculation gives 6.4 eV. The net charge is +1. The calculation puts the HOMO energy at -9.75 eV.